{
  "formula": "C28H24Br5N7O8S2SeW",
  "method": "ωB97M-V/def2-TZVPD",
  "charge": 2,
  "orbital_gap_ev": 6.24,
  "de_lowest_ev": 1.698,
  "total_energy_ev": -495275.619,
  "elements": ["W", "Br", "C", "C", "Br", "C", "Br", "C", "O", "C", "O", "C", "Br", "C", "O", "C", "C", "C", "Br", "C", "C", "C", "O", "C", "N", "C", "C", "C", "C", "C", "C", "N", "H", "H", "H", "H", "H", "H", "H", "H", "H", "H", "H", "C", "N", "C", "C", "N", "C", "S", "H", "H", "H", "H", "H", "H", "C", "C", "C", "N", "N", "C", "N", "S", "H", "H", "H", "H", "H", "H", "H", "O", "Se", "O", "O", "O"],
  "coordinates": [[0.29697, 1.12019, -0.64129], [2.82749, -1.78004, -6.41382], [1.98450, -1.50839, -4.76482], [1.44769, -2.60403, -4.04803], [1.60757, -4.34096, -4.72507], [0.80114, -2.41097, -2.83015], [0.12757, -3.80058, -1.77058], [0.67892, -1.11438, -2.35960], [0.10256, -0.71820, -1.21257], [1.26791, -0.05738, -3.02658], [1.21494, 1.06336, -2.30072], [1.91438, -0.22104, -4.24306], [2.65665, 1.28945, -5.05679], [4.18619, -0.71956, -1.54578], [3.04871, -0.61868, -0.68119], [3.20299, -1.05128, 0.58837], [4.25741, -1.83343, 1.04786], [4.25336, -2.30627, 2.35199], [5.68103, -3.38402, 2.93060], [3.22822, -2.00195, 3.23363], [2.20407, -1.17108, 2.80602], [2.20585, -0.71042, 1.49034], [1.03518, -0.08863, 1.01900], [1.05973, -0.78570, 3.66715], [-0.02024, -1.48144, 3.90521], [-0.83242, -0.65046, 4.68730], [-2.08833, -0.89817, 5.23832], [-2.67039, 0.11766, 5.96779], [-2.02626, 1.35247, 6.15108], [-0.78535, 1.61297, 5.60313], [-0.21039, 0.58521, 4.86617], [0.98220, 0.49459, 4.15932], [4.38698, -1.76207, -1.79864], [5.06067, -0.26580, -1.07838], [3.93415, -0.16428, -2.44309], [5.06899, -2.10683, 0.39018], [3.23657, -2.37968, 4.24582], [0.45199, 0.11910, 1.77606], [-2.57067, -1.85927, 5.11820], [-3.63701, -0.04183, 6.42477], [-2.51098, 2.11422, 6.74607], [-0.28536, 2.55953, 5.75732], [1.78944, 1.07889, 4.31646], [-3.27068, -1.41359, -1.27495], [-2.57666, -2.03658, -0.15453], [-2.63862, -3.37324, 0.15633], [-1.89213, -3.56036, 1.27133], [-1.39313, -2.33686, 1.62346], [-1.81824, -1.40829, 0.75549], [-1.63510, 0.30779, 0.94507], [-3.19371, -2.07150, -2.13769], [-2.79947, -0.46106, -1.50500], [-4.31759, -1.25623, -1.02252], [-3.19146, -4.07180, -0.44575], [-1.68125, -4.45186, 1.83346], [-0.77797, -2.15322, 2.43871], [-3.15188, 2.61261, -5.51326], [-1.76968, 2.51453, -4.86538], [-1.81649, 2.63100, -3.38163], [-1.41504, 1.74971, -2.54897], [-1.51080, 2.11513, -1.22815], [-2.03095, 3.33457, -1.05625], [-2.20586, 3.91512, 0.11840], [-2.48417, 4.04245, -2.56070], [-3.06230, 2.51629, -6.59267], [-3.62259, 3.57461, -5.30730], [-3.81065, 1.82326, -5.15352], [-1.11689, 3.30378, -5.24599], [-1.29130, 1.56111, -5.09255], [-1.82970, 3.47786, 0.94769], [-2.62361, 4.82782, 0.19109], [0.08401, 2.50214, 1.05680], [1.37773, 3.33709, 0.32939], [0.67046, 3.36618, -1.16875], [2.14853, 1.87640, -0.02031], [2.08255, 4.53435, 1.06062]]
}